Record 1
Here is C19H24FNO2 in the gas phase from the Open Molecules 2025 dataset. Energies are from wB97M-V/def2-TZVPD.

Values from the calculation:
ΔE to the lowest compared entry with this formula, charge and spin (eV): 1.9047
Spin multiplicity: 1
E_HOMO (eV): -8.442
SMILES string: CCOCCCNCc1cccc(OCc2ccc(F)cc2)c1
Total charge: 0
M (Da): 317.40
Kohn-Sham gap (Eh): 0.3414
LUMO energy (hartree): 0.031

CARTESIAN COORDINATES (ANGSTROEM)
C -7.877 -0.216 1.164
C -7.416 -0.476 -0.270
O -6.021 -0.421 -0.447
C -5.309 -1.501 0.113
C -3.856 -1.424 -0.343
C -3.164 -0.174 0.193
N -1.803 -0.100 -0.298
C -1.091 1.076 0.169
C 0.334 1.069 -0.312
C 0.633 0.631 -1.599
C 1.942 0.624 -2.036
C 2.973 1.054 -1.216
C 2.682 1.500 0.067
O 3.600 1.953 0.972
C 4.956 1.997 0.597
C 5.589 0.638 0.403
C 5.078 -0.473 1.061
C 5.656 -1.718 0.895
C 6.758 -1.833 0.069
F 7.331 -3.044 -0.098
C 7.292 -0.742 -0.594
C 6.697 0.494 -0.423
C 1.360 1.498 0.510
H -7.591 -1.032 1.823
H -7.433 0.705 1.533
H -8.959 -0.120 1.185
H -7.800 -1.451 -0.611
H -7.809 0.303 -0.928
H -5.352 -1.468 1.212
H -5.756 -2.453 -0.218
H -3.822 -1.402 -1.432
H -3.331 -2.318 0.003
H -3.701 0.707 -0.168
H -3.214 -0.171 1.298
H -1.292 -0.934 -0.018
H -1.607 1.951 -0.245
H -1.109 1.174 1.270
H -0.169 0.293 -2.235
H 2.175 0.279 -3.033
H 3.987 1.027 -1.582
H 5.091 2.610 -0.305
H 5.451 2.509 1.431
H 4.218 -0.360 1.703
H 5.266 -2.590 1.396
H 8.153 -0.869 -1.231
H 7.098 1.355 -0.938
H 1.160 1.845 1.513

Löwdin population analysis, charges in e, atoms 1 to 8: C -0.077; C -0.278; O -0.159; C -0.244; C -0.163; C -0.250; N -0.080; C -0.196

Record 2
Here is a molecular structure, C20H50F6K2N3O22S6 from the Open Molecules 2025 dataset. Energies are from wB97M-V/def2-TZVPD.

Values from the calculation:
ΔE to the lowest compared entry with this formula, charge and spin (eV): 1.1604
Spin multiplicity: 1
E_HOMO (eV): -6.639
Total charge: -1
M (Da): 1069.21
Kohn-Sham gap (Eh): 0.2596
LUMO energy (hartree): 0.016

CARTESIAN COORDINATES (ANGSTROEM)
K -11.533 17.063 9.251
K -11.394 15.710 6.105
N -8.299 12.895 9.945
S -8.680 12.740 8.337
O -9.511 13.693 7.622
O -8.712 11.386 7.899
F -7.242 13.186 7.805
S -9.575 13.526 10.450
O -10.668 12.604 10.537
O -9.878 14.885 10.055
F -9.121 13.724 11.974
N -13.962 16.536 13.545
S -14.283 17.880 12.583
O -13.410 18.084 11.447
O -14.779 18.979 13.355
F -15.535 17.223 11.876
S -12.411 16.677 13.651
O -11.986 17.920 14.250
O -11.579 16.213 12.560
F -12.123 15.566 14.756
N -13.324 15.430 8.084
S -14.802 16.219 7.850
O -15.318 16.892 9.000
O -15.660 15.791 6.780
F -14.150 17.503 7.060
S -14.005 14.165 8.713
O -14.490 13.219 7.729
O -14.622 14.205 9.992
F -12.539 13.576 9.050
C -18.753 10.196 2.443
O -18.514 10.770 3.704
C -17.836 9.899 4.590
C -17.370 10.634 5.816
O -16.685 9.692 6.643
C -16.212 10.279 7.821
H -17.841 10.150 1.838
H -19.367 10.947 1.939
H -19.300 9.253 2.506
H -16.906 9.539 4.117
H -18.464 9.011 4.722
H -18.218 10.956 6.432
H -16.750 11.509 5.607
H -15.430 11.029 7.674
H -15.787 9.508 8.467
H -17.027 10.733 8.403
C -12.167 15.590 2.972
O -12.764 16.639 3.756
C -13.918 17.223 3.141
C -15.142 16.312 3.374
O -15.033 15.137 2.582
C -16.068 14.229 2.852
H -11.609 14.934 3.648
H -11.544 15.977 2.169
H -12.917 14.875 2.639
H -13.824 17.501 2.089
H -14.065 18.170 3.660
H -15.988 16.857 2.930
H -15.326 16.123 4.431
H -15.807 13.192 2.645
H -16.990 14.488 2.311
H -16.400 14.221 3.899
C -14.225 10.600 1.528
O -14.279 10.974 2.898
C -12.995 11.325 3.421
C -13.172 11.432 4.911
O -11.867 11.305 5.497
C -12.035 11.161 6.919
H -13.738 11.441 1.015
H -15.257 10.441 1.231
H -13.588 9.752 1.256
H -12.739 12.287 2.954
H -12.246 10.576 3.149
H -13.858 10.642 5.227
H -13.573 12.405 5.217
H -12.850 10.484 7.198
H -12.156 12.116 7.419
H -11.178 10.584 7.265
C -21.098 15.427 2.866
O -20.908 14.495 3.899
C -20.449 15.058 5.136
C -20.319 13.945 6.153
O -19.075 13.311 6.245
C -17.999 14.012 6.857
H -21.439 16.415 3.174
H -21.729 14.956 2.112
H -20.167 15.541 2.291
H -21.233 15.760 5.439
H -19.495 15.546 4.910
H -20.996 13.124 5.916
H -20.718 14.367 7.085
H -18.241 14.618 7.738
H -17.671 14.726 6.100
H -17.222 13.313 7.154
C -18.635 12.493 13.016
O -17.490 12.417 12.234
C -16.813 11.197 12.376
C -15.337 11.293 11.994
O -14.753 12.204 12.886
C -13.384 12.374 12.560
H -18.462 12.241 14.070
H -19.421 11.795 12.690
H -19.137 13.460 13.048
H -17.267 10.512 11.643
H -16.815 10.782 13.388
H -15.242 11.538 10.928
H -14.925 10.276 12.078
H -12.900 13.171 13.128
H -13.286 12.751 11.539
H -12.764 11.481 12.681

Löwdin population analysis, charges in e, atoms 1 to 8: K 0.849; K 0.863; N -0.251; S 0.552; O -0.344; O -0.260; F -0.204; S 0.421

Record 3
Here is a molecular structure, C23H53ClMnP2Si from the Open Molecules 2025 dataset. Energies are from wB97M-V/def2-TZVPD.

Values from the calculation:
Spin multiplicity: 5
E_HOMO (alpha / beta) (eV): -3.615 / -2.387
Total charge: -1
M (Da): 510.10
Kohn-Sham gap (alpha / beta) (Eh): 0.2389 / 0.1938
LUMO energy (alpha / beta) (hartree): 0.106 / 0.106

CARTESIAN COORDINATES (ANGSTROEM)
Mn 2.657 0.394 -0.282
P -1.602 -0.104 -0.113
C -2.224 -1.004 -1.654
C -2.371 -1.062 1.309
C -2.444 1.593 -0.093
C -1.220 -2.085 -2.099
H -2.224 -0.210 -2.427
C -3.638 -1.591 -1.557
H -3.650 -2.555 -1.033
H -3.995 -1.774 -2.581
H -4.358 -0.921 -1.076
H -0.268 -1.639 -2.405
H -1.635 -2.630 -2.959
H -1.010 -2.809 -1.299
H -2.028 2.051 -1.011
C -2.018 2.481 1.091
C -3.962 1.497 -0.202
H -4.287 1.098 -1.169
H -4.380 2.508 -0.097
H -4.380 0.884 0.613
H -1.048 2.136 1.477
H -2.785 2.501 1.890
H -1.885 3.518 0.740
C -1.974 -2.547 1.296
H -3.463 -0.971 1.164
C -1.965 -0.433 2.646
H -2.392 -3.099 0.445
H -2.363 -3.021 2.212
H -0.877 -2.641 1.297
H -0.873 -0.290 2.697
H -2.267 -1.114 3.454
H -2.448 0.536 2.819
Cl 1.957 -1.750 -0.200
H 2.169 1.326 -1.805
H 1.502 1.370 -1.292
P 4.849 0.298 -0.635
C 5.364 1.959 -1.379
C 6.176 0.127 0.666
C 5.484 -0.900 -1.948
C 4.481 3.082 -0.837
H 5.098 1.799 -2.439
C 6.837 2.398 -1.324
H 7.140 2.748 -0.326
H 6.921 3.258 -2.005
H 7.558 1.645 -1.661
H 3.403 2.851 -0.914
H 4.677 3.987 -1.433
H 4.710 3.311 0.216
H 4.922 -0.525 -2.823
C 5.035 -2.341 -1.700
C 6.985 -0.895 -2.275
H 7.300 -0.023 -2.860
H 7.183 -1.785 -2.889
H 7.617 -0.981 -1.381
H 3.944 -2.402 -1.620
H 5.479 -2.769 -0.791
H 5.358 -2.953 -2.556
C 5.974 1.117 1.807
H 7.100 0.405 0.136
C 6.356 -1.287 1.206
H 6.015 2.162 1.485
H 6.795 0.959 2.515
H 5.025 0.939 2.326
H 5.413 -1.699 1.583
H 7.064 -1.217 2.040
H 6.788 -1.980 0.478
C 1.522 2.029 5.236
Si 1.138 2.906 3.646
C -0.382 3.918 4.041
C 2.521 4.091 3.171
C 1.057 1.791 2.120
C 1.513 1.238 1.071
H 1.111 2.639 6.055
H 2.607 1.945 5.382
H 1.077 1.028 5.300
H -0.251 4.401 5.017
H -0.535 4.707 3.301
H -1.285 3.305 4.095
H 3.454 3.540 2.973
H 2.216 4.599 2.243
H 2.702 4.845 3.954

Löwdin population analysis, charges in e, atoms 1 to 8: Mn -0.151; P 1.067; C -0.557; C -0.566; C -0.549; C -0.156; H 0.097; C -0.144

Record 4
Here is a molecular structure, C3H3EuO4 from the Open Molecules 2025 dataset. Energies are from wB97M-V/def2-TZVPD.

Values from the calculation:
ΔE to the lowest compared entry with this formula, charge and spin (eV): 0.0000
Spin multiplicity: 8
E_HOMO (alpha / beta) (eV): -12.697 / -12.698
Total charge: +1
M (Da): 255.02
Kohn-Sham gap (alpha / beta) (Eh): 0.2574 / 0.2634
LUMO energy (alpha / beta) (hartree): -0.209 / -0.203

CARTESIAN COORDINATES (ANGSTROEM)
O -0.324 0.356 2.138
C 0.690 -0.166 1.747
C 0.799 -0.750 0.359
H 1.644 -0.088 2.314
H 1.476 -0.130 -0.245
H 1.211 -1.767 0.422
O -0.129 1.176 -1.244
C -0.938 0.301 -0.830
O -0.500 -0.785 -0.221
O -2.146 0.304 -1.208
Eu -1.783 1.549 -3.233

Löwdin population analysis, charges in e, atoms 1 to 8: O 0.095; C -0.202; C -0.110; H 0.137; H 0.135; H 0.145; O -0.111; C -0.807

Energy values (in eV) by entry order: -28394.4267 -185027.1585 -95008.9679 -30671.9409.